# 1
Density functional theory data (ωB97M-V with the def2-TZVPD basis set) for C18H41N2OP3RuS as an isolated structure.

The geometry in XYZ format:
```
67
Properties=species:S:1:pos:R:3:mulliken_charge:R:1
Ru -0.0896 -0.4250 -1.0912 -0.88
P 0.4394 -2.2476 -2.0561 1.49
P 2.0810 -0.0434 -0.0519 0.77
P -2.2899 0.2341 -1.1294 0.94
H 2.0347 2.1682 -1.9552 0.36
C 1.0397 2.7254 -1.9157 -0.45
C 0.3725 3.0467 -0.7940 -0.51
H 0.7346 2.7832 0.2522 0.15
C 1.6468 -2.1127 -3.4472 -1.37
C 1.1183 -3.5591 -1.0081 -1.47
C -1.1241 -2.8846 -2.7140 -1.14
C 2.6257 1.3642 1.0175 -1.41
C 2.6222 -1.3438 1.1538 -1.12
C 3.4894 -0.1069 -1.2277 -1.17
C -2.9458 1.7070 -0.2681 -1.48
C -3.3490 -1.0257 -0.2955 -1.22
C -3.1678 0.3975 -2.7411 -1.23
H 0.5586 2.6479 -2.9327 0.12
H -0.7557 3.0528 -0.7818 0.27
H 1.1174 -2.3062 -4.3904 0.37
H 2.4855 -2.8141 -3.3203 0.55
H 2.0269 -1.0808 -3.4540 0.30
H 0.8935 -4.5341 -1.4803 0.55
H 0.6279 -3.4914 -0.0186 0.42
H 2.2106 -3.4277 -0.9068 0.40
H -0.9231 -3.8288 -3.2558 0.56
H -1.5538 -2.1137 -3.3833 0.16
H -1.8004 -3.0586 -1.8548 0.15
H 3.5397 1.0773 1.5733 0.50
H 1.8562 1.6321 1.7599 0.31
H 2.8625 2.2396 0.3959 0.47
H 3.7125 -1.2496 1.3094 0.48
H 2.4144 -2.3529 0.7816 0.16
H 2.1348 -1.2376 2.1394 0.39
H 4.4076 0.2230 -0.7202 0.49
H 3.3117 0.5531 -2.0831 0.31
H 3.6357 -1.1288 -1.5968 0.35
H -4.0443 1.6123 -0.2370 0.50
H -2.6969 2.6344 -0.8039 0.49
H -2.5850 1.7655 0.7725 0.33
H -4.3924 -0.7849 -0.5323 0.50
H -3.2063 -0.9825 0.7932 0.48
H -3.1100 -2.0296 -0.6561 0.26
H -4.2343 0.5785 -2.5477 0.61
H -3.0464 -0.5213 -3.3163 0.31
H -2.7520 1.2320 -3.3079 0.21
C -0.2194 0.8555 -4.7588 0.58
C 0.3327 0.2564 -5.9072 -0.52
C 0.0781 0.7405 -7.1841 -0.47
C -0.7466 1.8410 -7.4007 -0.75
C -1.3045 2.4437 -6.2739 -0.62
C -1.0242 2.0098 -4.9662 0.17
O -0.1947 0.1058 -3.6236 0.30
H -0.1260 0.5163 -2.4157 0.36
H 1.0033 -0.5922 -5.8147 0.33
H 0.5236 0.2723 -8.0545 0.46
H -0.9493 2.2297 -8.3970 0.46
H -1.9851 3.2895 -6.3912 0.44
H -1.4261 2.5512 -4.1056 0.53
N -0.3960 1.1982 2.4128 -0.38
C -0.2487 -0.1342 2.3590 0.86
N 0.0731 -0.7825 3.4899 -0.34
S -0.5232 -1.1221 0.9509 -0.41
H -0.3135 1.6599 3.3096 0.24
H -0.6839 1.7454 1.5946 0.01
H 0.0992 -1.7836 3.5348 0.26
H 0.1367 -0.2851 4.3643 0.20
```

Values from the calculation:
- ΔE to the lowest compared entry with this formula, charge and spin: 254.3 kJ/mol
- HOMO-LUMO gap (spin up / spin down): 0.27057 / 0.17846 Ha
- E_LUMO (spin up / spin down): -8.285 / -12.677 eV
- 2S+1: 6
- Net charge: +3

=====

# 2
Density functional theory data (ωB97M-V with the def2-TZVPD basis set) for C18H41N4O6PPt as an isolated structure.

The geometry in XYZ format:
```
71
Properties=species:S:1:pos:R:3:mulliken_charge:R:1
O -0.5268 -2.1109 -5.8437 -0.36
H -1.2920 -1.7443 -5.3513 0.35
Pt -0.6180 0.0921 -1.1969 -0.66
N 0.8386 -0.9833 -1.9849 1.36
N -1.3915 -1.7633 -0.8961 1.54
N 0.0044 2.0128 -1.4243 0.98
N -2.0238 1.1659 -0.1258 0.55
O 2.0083 -0.5332 -2.0939 -0.72
O 1.1175 2.3882 -2.1615 -0.59
O -3.1237 0.6184 0.5059 -0.72
O -2.4456 -1.9694 -0.2339 -1.07
C -0.7245 -2.6798 -1.5727 0.59
C 0.4931 -2.2712 -2.1748 -0.01
C -0.6319 2.9225 -0.7042 0.48
C -1.7384 2.4527 0.0275 0.78
C 1.4441 -3.0912 -2.9521 -1.54
H 1.6044 -2.6267 -3.9380 0.26
H 1.0779 -4.1047 -3.1342 0.44
H 2.4222 -3.1726 -2.4466 0.24
C -1.3440 -4.0197 -1.6820 -1.83
H -2.3303 -3.9465 -2.1652 0.29
H -1.4875 -4.4595 -0.6858 0.29
H -0.7460 -4.7147 -2.2735 0.43
C -0.1594 4.3199 -0.6261 -1.75
C -2.5559 3.3142 0.9019 -2.13
H 0.4882 4.6403 -1.4540 0.41
H 0.3903 4.4931 0.3146 0.24
H -1.0300 4.9831 -0.6108 0.43
H -3.1734 2.7933 1.6499 0.47
H -3.2350 3.9248 0.2873 0.40
H -1.9010 4.0117 1.4368 0.39
H 1.2660 1.7329 -2.8975 0.30
H -3.1889 -0.3549 0.2403 0.47
C -2.1410 0.2405 -2.8076 -1.34
H -2.2656 0.0925 -3.9118 0.29
H -2.1653 1.3115 -2.6157 0.34
H -2.9137 -0.3288 -2.2841 0.43
O 1.4959 1.0361 -5.4311 -0.64
H 1.2270 0.1796 -5.8422 0.34
H 0.7813 1.2185 -4.8040 0.33
C -0.8515 1.6424 3.2048 -2.14
C 0.5365 1.4543 2.6053 0.91
C 1.5145 1.4312 3.7992 -1.53
P 0.4623 0.1183 1.2225 0.05
C 2.2881 -0.0690 0.6843 1.21
C 3.3614 0.4792 1.5784 -1.99
C 2.6026 -1.5390 0.4253 -1.41
C -0.2297 -1.4272 2.1299 0.67
C 0.6141 -1.8105 3.3187 -1.72
C -1.6978 -1.4241 2.6209 -1.42
H -1.6639 1.5095 2.4885 0.46
H -1.0064 0.9662 4.0535 0.31
H -0.9123 2.6612 3.6077 0.51
H 0.7794 2.3409 1.9929 0.24
H 1.4003 0.5412 4.4319 0.14
H 2.5726 1.5616 3.5633 0.40
H 1.2567 2.2956 4.4240 0.48
H 2.3326 0.5738 -0.2221 0.30
H 3.3598 -0.0497 2.5261 0.31
H 4.3242 0.2884 1.1043 0.57
H 3.2753 1.5546 1.7029 0.41
H 1.8492 -2.0857 -0.1469 0.10
H 3.5582 -1.6149 -0.1054 0.42
H 2.7168 -2.0745 1.3699 0.42
H -0.1456 -2.2010 1.3448 0.23
H 0.3718 -1.1804 4.1782 0.28
H 0.3422 -2.8333 3.5992 0.48
H 1.6882 -1.7916 3.1394 0.33
H -2.4467 -1.1619 1.8707 0.14
H -1.9194 -2.4504 2.9529 0.51
H -1.8395 -0.7746 3.4971 0.26
```

Values from the calculation:
- HOMO-LUMO gap (spin up / spin down): 0.21095 / 0.17593 Ha
- E_LUMO (spin up / spin down): -0.336 / -2.315 eV
- 2S+1: 3

=====

# 3
Density functional theory data (ωB97M-V with the def2-TZVPD basis set) for a 2-piece molecular cluster, C18H41O2P2 overall.

The geometry in XYZ format:
```
63
Properties=species:S:1:pos:R:3:mulliken_charge:R:1
C -3.5017 2.3460 3.8240 -1.06
C -4.3434 1.0925 4.0555 -0.54
C -3.6632 -0.2217 3.6810 -0.74
C -2.2410 -0.3727 4.1994 -0.18
C -1.7498 -1.8212 4.1554 -0.99
C -0.2089 -1.8981 4.2072 -0.96
C 0.4006 -2.3443 2.8696 0.04
C 1.7302 -1.6674 2.5348 -1.31
C 1.5968 -0.3494 1.7723 -0.73
P 0.4822 -0.3953 0.3484 0.65
C 0.7001 1.1261 -0.6366 -0.36
C -0.4823 2.0812 -0.4815 -0.68
C -1.7489 1.5744 -1.1463 -1.19
P 0.7672 -2.1642 -0.8888 0.13
C 0.2475 -1.6004 -2.5586 -0.71
C -0.5825 -3.3264 -0.4404 -1.09
H -3.8690 3.1398 4.4665 0.35
H -3.5764 2.7021 2.8000 0.26
H -2.4547 2.2106 4.0756 0.28
H -5.2299 1.1869 3.4318 0.34
H -4.7094 1.0614 5.0757 0.36
H -3.6877 -0.3723 2.6024 0.32
H -4.2502 -1.0284 4.1188 0.31
H -2.1375 0.0203 5.2072 0.35
H -1.5766 0.2064 3.5538 0.07
H -2.1870 -2.3925 4.9669 0.47
H -2.1280 -2.2605 3.2308 0.36
H 0.1658 -0.9297 4.5255 0.47
H 0.0470 -2.6426 4.9515 0.45
H 0.5801 -3.4134 2.9181 0.43
H -0.3536 -2.2080 2.0961 -0.21
H 2.2218 -1.4251 3.4720 0.43
H 2.3891 -2.3641 2.0282 0.44
H 1.2645 0.4446 2.4390 0.49
H 2.5755 -0.0613 1.3976 0.48
H -0.8285 -0.3900 0.8581 -0.08
H 1.6189 1.5932 -0.2972 0.47
H 0.8217 0.8517 -1.6777 0.18
H -0.1957 3.0086 -0.9692 0.44
H -0.6635 2.3216 0.5618 0.36
H -2.1094 0.6446 -0.7172 0.35
H -1.6016 1.4344 -2.2125 0.33
H -2.5264 2.3231 -1.0415 0.38
H 0.1170 -2.5074 -3.1363 0.46
H -0.7143 -1.0953 -2.5476 0.35
H 1.0077 -0.9661 -2.9947 -0.08
H -0.3867 -3.7956 0.5145 0.32
H -1.5520 -2.8369 -0.3811 0.36
H -0.6515 -4.0692 -1.2244 0.44
O 3.0032 -1.0478 -4.2783 -0.58
C 3.3243 -0.0497 -4.8713 0.85
O 3.1523 1.1403 -4.2628 -0.39
C 3.6406 2.3762 -4.8075 -0.42
C 2.6739 2.9784 -5.8049 -0.99
C 3.8399 -0.1022 -6.2879 -1.07
H 4.6385 2.2413 -5.2242 0.37
H 3.7467 3.0368 -3.9489 0.33
H 2.5337 2.3332 -6.6719 0.28
H 3.0405 3.9436 -6.1529 0.38
H 1.6966 3.1221 -5.3434 0.29
H 2.9888 -0.1529 -6.9656 0.27
H 4.4300 -1.0081 -6.4004 0.33
H 4.4685 0.7387 -6.5681 0.34
```

Values from the calculation:
- HOMO-LUMO gap: 0.37192 Ha
- E_LUMO: -2.155 eV
- 2S+1: 1
- Net charge: +1

=====

- What is the 2S+1 in the first record?
  6